1.
C4H12NOS | ωB97M-V/def2-TZVPD

Positions of all 19 atoms, in Å:
C 0.7019 0.3251 -1.8142
C -0.5391 -0.2825 -2.5142
S -0.1428 -1.2033 -4.0302
C 0.4058 0.8198 -0.3868
N 0.3360 -0.2823 0.5614
C -0.9129 -0.5443 1.2213
H 1.5773 -0.3254 -1.7365
H 0.9835 1.1688 -2.4568
H -1.2032 0.5650 -2.6431
H -1.0223 -0.9297 -1.8088
H 1.2488 1.4601 -0.1026
H -0.5281 1.3870 -0.3446
H 0.6604 -1.1430 0.1435
H -0.8214 -1.4756 1.7789
H -1.7940 -0.5824 0.5527
H -1.1881 0.2321 1.9434
H 0.6327 -0.3615 3.4274
H 1.0364 0.9970 3.9743
O 0.5693 0.1752 4.2350

charge = -2
2S+1 = 2
E_tot = -18712.390 eV
HOMO (alpha / beta) = 3.463 / -0.383 eV
ΔE to the lowest compared entry with this formula, charge and spin = 3.2 kcal per mole
orbital gap (alpha / beta) = 2.3 / 6.0 eV

=====

2.
C29H41F5GaP2S | ωB97M-V/def2-TZVPD

Positions of all 79 atoms, in Å:
Ga 1.0521 0.5465 -0.0991
C -1.3255 3.7886 0.1470
C -1.8457 3.2146 1.3419
C 0.3834 3.6739 1.6864
C 0.0527 4.0678 0.3574
C -0.7935 3.1584 2.2961
C -2.0848 4.1015 -1.0818
H -2.9659 3.4588 -1.1877
H -1.4603 3.9820 -1.9759
H -2.4405 5.1435 -1.0707
C 0.9776 4.7155 -0.5985
H 0.5112 4.8336 -1.5824
H 1.9075 4.1400 -0.7267
H 1.2624 5.7186 -0.2408
C 1.7147 3.8289 2.3196
H 1.8845 4.8734 2.6306
H 2.5282 3.5592 1.6286
H 1.8002 3.2056 3.2183
C -0.8911 2.6680 3.6879
H -1.1039 3.4841 4.3960
H 0.0491 2.1995 4.0054
H -1.6966 1.9331 3.7917
C -3.2484 2.8059 1.5753
H -3.8578 3.6333 1.9769
H -3.2965 1.9818 2.2997
H -3.7173 2.4750 0.6397
C -1.2376 -3.7415 -2.3963
C -2.3252 -2.9517 -2.4768
C -3.6700 -3.2833 -1.9224
C -3.6947 -4.0879 -0.5914
C -2.6937 -3.7081 0.4497
C -1.4835 -4.2753 0.6456
C -0.7836 -5.1976 -0.2968
C -1.1805 -5.1086 -1.7990
H -4.2495 -3.8687 -2.6630
H -3.6578 -5.1622 -0.8252
H -4.2277 -2.3411 -1.7843
H -2.1101 -5.6715 -1.9571
H -0.3276 -3.4351 -2.9224
H -2.3046 -2.0688 -3.1293
H -0.3943 -5.6595 -2.3430
H 0.3049 -5.0284 -0.2021
H -1.0005 -4.1925 1.6327
H -0.9527 -6.2453 0.0143
H -4.6936 -3.8920 -0.1636
H -3.1102 -3.0531 1.2212
P -0.2709 -0.4269 -1.7034
C 0.1565 -0.5778 -3.4546
C -1.9902 0.1221 -1.4705
P 0.5923 -1.4088 1.0272
C -0.0738 -1.9390 -0.6277
C -0.8897 -1.2105 2.0568
C 1.7191 -2.5346 1.8469
H 1.2369 -0.4232 -3.5962
H -0.3717 0.2141 -4.0060
H -0.1328 -1.5551 -3.8657
H -2.6457 -0.7148 -1.2050
H -2.3376 0.5619 -2.4160
H -2.0464 0.9035 -0.7018
H 1.4199 -3.5775 1.6698
H 1.6855 -2.3071 2.9234
H 2.7428 -2.3640 1.4814
H 0.5471 -2.7316 -1.0600
H -1.0833 -2.3053 -0.4503
H -0.5661 -1.2947 3.1038
H -1.6165 -1.9982 1.8244
H -1.3426 -0.2196 1.9093
F 8.1119 1.3935 0.7407
C 6.8312 1.4205 0.3293
C 6.1319 0.2312 0.1087
F 6.7679 -0.9478 0.2839
C 4.8038 0.2827 -0.2925
F 4.1197 -0.8848 -0.4448
C 4.1590 1.5016 -0.5478
S 2.6122 1.5551 -1.3788
C 4.8706 2.6805 -0.2614
F 4.2477 3.8837 -0.4072
C 6.1859 2.6497 0.1777
F 6.8221 3.8023 0.4809

charge = +1
E_tot = -126104.560 eV
HOMO (alpha / beta) = -9.345 / -9.037 eV
orbital gap (alpha / beta) = 6.0 / 5.7 eV

=====

3.
C13H17P | ωB97M-V/def2-TZVPD

Positions of all 31 atoms, in Å:
C -5.6833 -1.1789 0.4201
C -4.9591 -0.2929 0.0077
C -4.0811 0.7793 -0.4116
C -2.8807 0.7793 0.5730
C -1.8255 -0.0134 0.3059
P -0.3976 -0.0406 1.3684
C 0.5598 -1.3769 0.6143
C 0.1044 -2.7590 0.3309
C 1.8015 -0.9039 0.2221
C 2.8043 -1.8475 -0.4678
C 1.9732 0.5153 0.3271
C 3.1179 1.4528 0.0093
C 0.8237 1.1478 0.7383
C 0.7134 2.6205 0.7758
H -6.4432 -1.9278 0.8042
H -3.6432 0.6722 -1.3698
H -4.7330 1.6420 -0.4085
H -2.7726 1.6350 1.1392
H -1.6817 -0.6751 -0.5445
H 0.4144 -3.0934 -0.6923
H -1.0239 -2.6034 0.2060
H 0.3697 -3.4631 1.0025
H 2.1520 -2.3941 -1.1913
H 3.2244 -2.5403 0.2620
H 3.6090 -1.2076 -0.9126
H 3.9691 0.7543 -0.2437
H 3.3118 2.2501 0.8048
H 2.8972 1.9825 -0.9701
H -0.2793 2.8310 0.9765
H 1.0746 3.1670 -0.0628
H 1.2849 2.9809 1.6018

E_tot = -23040.673 eV
SMILES = C#CC/C=C/P1=C(C)C(C)=C(C)C=1C
HOMO = -7.624 eV
ΔE to the lowest compared entry with this formula, charge and spin = 82.3 kcal per mole
orbital gap = 8.3 eV

=====

4.
CH2Cl4P2 | ωB97M-V/def2-TZVPD

Positions of all 9 atoms, in Å:
C 1.6806 0.6517 -0.2830
P -1.1884 0.1122 -1.1743
P 0.5251 -0.4374 0.1095
Cl -2.1391 1.5459 -0.1923
Cl -2.3544 -1.4038 -0.6680
Cl -1.3958 -0.0677 2.5259
Cl 0.8653 -2.2504 -0.0694
H 2.6506 0.2189 -0.1579
H 1.3561 1.6307 -0.0905

E_tot = -69735.553 eV
HOMO (alpha / beta) = -8.788 / -8.787 eV
ΔE to the lowest compared entry with this formula, charge and spin = 62.1 kcal per mole
orbital gap (alpha / beta) = 6.7 / 6.7 eV

=====

5.
CH24O11 | ωB97M-V/def2-TZVPD

Positions of all 36 atoms, in Å:
O 9.9517 35.9673 -1.8962
H 9.1461 36.2095 -1.4336
H 10.2134 36.6859 -2.4765
H 10.6673 35.7248 -1.3040
C 12.5298 32.9950 2.8612
O 12.8503 33.8881 1.8723
H 13.4087 32.6489 3.4051
H 11.8173 33.4669 3.5378
H 12.0798 32.1007 2.4302
O 12.1922 26.4002 0.7432
H 12.4756 25.7728 0.0782
H 12.3184 27.2566 0.3346
O 15.8331 28.2353 6.2697
H 14.9343 28.5056 6.0816
H 15.8178 27.2813 6.1930
O 15.8243 34.7779 7.7871
H 15.2870 34.1631 8.2866
H 16.5239 34.2395 7.4170
O 9.0221 36.1650 6.2907
H 9.6916 35.7039 5.7855
H 8.2453 35.6099 6.2226
O 15.2737 38.0772 4.2727
H 15.7424 37.7593 5.0444
H 14.8939 37.2904 3.8816
O 13.7762 30.4280 -2.2148
H 13.5108 31.2744 -1.8551
H 14.5289 30.6290 -2.7710
O 10.6273 29.4045 7.7950
H 9.8130 29.5053 8.2881
H 10.3585 29.4438 6.8772
O 17.1044 29.7623 0.9882
H 16.3702 30.3441 1.1847
H 17.3325 29.9618 0.0803
O 16.8595 36.3662 -1.3960
H 16.4405 36.8792 -2.0871
H 16.1393 35.8955 -0.9764

E_tot = -23941.318 eV
HOMO = -5.579 eV
ΔE to the lowest compared entry with this formula, charge and spin = 181.7 kcal per mole
orbital gap = 2.9 eV

=====

6.
C16H31Cl12Cu2NO4 | ωB97M-V/def2-TZVPD

Positions of all 66 atoms, in Å:
Cu -1.4084 -0.1450 3.2585
Cu 2.0317 -1.5325 0.4483
C -0.0876 0.1159 1.0272
O 0.3640 -0.6747 1.9435
O 0.4057 -0.0297 -0.1501
O -1.0457 0.9290 1.2678
C 0.3119 -2.8269 -1.9588
O 0.9875 -3.1314 -0.9769
N 0.4408 -3.2872 -3.2034
C -0.2742 -2.6258 -4.2777
C 1.4062 -4.3421 -3.5332
H -0.5399 -2.1478 -1.8235
H -0.5029 -3.2831 -5.1160
H 0.2720 -1.7577 -4.6452
H -1.2526 -2.2482 -3.9718
H 2.3496 -4.0143 -3.9677
H 1.6287 -4.8615 -2.6033
H 0.8320 -4.9640 -4.2184
Cl -3.7503 -1.3915 -2.0988
C -3.6139 -0.0727 -0.9405
C -2.6801 1.0214 -1.4197
Cl -3.2381 1.7766 -2.9287
H -3.2399 -0.4926 -0.0085
H -4.5785 0.4108 -0.7832
H -1.6810 0.5910 -1.4479
H -2.7108 1.7971 -0.6576
Cl -2.9140 -3.9132 0.5327
C -1.7178 -3.5239 1.8096
C -0.3999 -4.2385 1.5833
Cl -0.4808 -5.9687 2.0531
H -2.1481 -3.7798 2.7760
H -1.4833 -2.4562 1.8177
H 0.3364 -3.8283 2.2738
H -0.0288 -4.1926 0.5645
Cl -2.9292 5.0954 1.6082
C -2.6211 3.4649 0.9439
C -3.7315 2.4789 1.1958
Cl -5.2128 2.7308 0.2823
H -1.6911 3.1387 1.4064
H -2.3338 3.5972 -0.0988
H -3.9263 2.4839 2.2702
H -3.3343 1.4759 1.0300
Cl 3.1699 1.1383 -3.6468
C 2.1815 2.0779 -2.4532
C 0.7285 1.7755 -2.6336
Cl 0.1016 2.1025 -4.2308
H 2.3990 3.1389 -2.5541
H 2.5068 1.7586 -1.4648
H 0.1069 2.2766 -1.8918
H 0.5712 0.7148 -2.4272
Cl 2.6026 0.2857 6.5188
C 2.3558 -0.2776 4.8560
C 3.3555 0.3667 3.9183
Cl 3.1152 2.1243 3.9084
H 1.3293 -0.0595 4.5766
H 2.4750 -1.3609 4.8289
H 3.2015 0.0158 2.9024
H 4.3477 0.1877 4.3252
Cl 0.8856 4.6022 1.8508
C 1.7312 3.3300 0.9255
C 3.1708 3.7755 0.6148
Cl 4.0263 2.3972 -0.0324
H 1.2285 3.1889 -0.0274
H 1.7001 2.4124 1.5029
H 3.7365 4.0769 1.4928
H 3.1632 4.5745 -0.1225

E_tot = -266323.755 eV
HOMO = -9.184 eV
orbital gap = 7.1 eV

=====

7.
C2H2N2O2 | ωB97M-V/def2-TZVPD

Positions of all 8 atoms, in Å:
N -2.3959 -1.0197 0.8829
C -1.5421 -0.4863 0.3422
C -0.1496 0.4501 -0.3299
N 1.0825 -0.1509 0.0566
O 2.0401 0.3340 -0.4623
O 1.0828 -1.0340 0.8688
H 0.0348 0.4623 -1.4135
H -0.1526 1.4443 0.0553

E_tot = -9176.513 eV
SMILES = N#CC[N+](=O)[O-]
HOMO = -11.960 eV
ΔE to the lowest compared entry with this formula, charge and spin = 121.6 kcal per mole
orbital gap = 11.6 eV

=====

8.
C3H6N4 | ωB97M-V/def2-TZVPD

Positions of all 13 atoms, in Å:
H 0.0574 -2.4023 0.0329
N 0.1639 -1.4476 0.0780
C -0.4680 -0.4085 -0.1640
C -1.9924 -0.3530 -0.0004
N 0.2304 0.8444 0.0238
C 1.5363 1.1117 -0.0500
N 2.5315 0.1733 -0.0990
N 3.4101 -0.4910 0.0275
H -2.4014 -1.3870 0.0398
H -2.4575 0.1995 -0.9350
H -2.2723 0.1224 1.0431
H -0.2493 1.8541 -0.0084
H 1.9113 2.1841 0.0118

charge = +2
E_tot = -9144.371 eV
SMILES = [H]/N=C(C)/[NH+]=C\[N+]#N
HOMO (alpha / beta) = -19.726 / -19.726 eV
ΔE to the lowest compared entry with this formula, charge and spin = 117.4 kcal per mole
orbital gap (alpha / beta) = 6.1 / 6.1 eV

=====

9.
C11H15FN2 | ωB97M-V/def2-TZVPD

Positions of all 29 atoms, in Å:
N -0.6684 -0.2402 3.0552
C -0.3895 -0.2798 1.6500
C -0.6502 1.1151 0.8332
C -0.3767 1.2419 -0.4857
C 0.8854 1.7819 -0.9652
C 1.1776 1.5825 -2.2414
C 0.5255 1.1567 -3.2615
F 0.5973 0.9737 -4.6458
C -0.8935 0.5782 -2.9639
C -1.0009 0.5530 -1.6828
C 1.1397 -0.5322 1.5410
C 1.1615 -1.9655 0.7355
N 0.0544 -2.0044 0.0460
C -1.1736 -1.4290 0.9871
H -0.3635 0.5148 3.6018
H -1.7674 -0.3295 3.1889
H -0.2958 1.6996 1.3742
H -1.7502 1.2124 0.9115
H 1.3894 2.3316 -0.1507
H 2.1322 2.1445 -2.5194
H -1.2529 0.1778 -3.7121
H -2.0523 0.0327 -1.3411
H 1.7525 0.0577 0.7907
H 1.5514 -0.6606 2.3364
H 2.0493 -2.0216 0.0419
H 1.1723 -2.5955 1.5888
H 0.1858 -1.3998 -0.8181
H -1.8419 -1.4185 0.4025
H -1.2977 -2.2775 1.7028

E_tot = -17338.223 eV
SMILES = N[C@@]1(Cc2ccc(F)cc2)CCNC1
HOMO = -8.116 eV
ΔE to the lowest compared entry with this formula, charge and spin = 209.6 kcal per mole
orbital gap = 8.8 eV

=====

10.
C24H22N5O3Sn | ωB97M-V/def2-TZVPD

Positions of all 55 atoms, in Å:
Sn -0.9533 -0.5245 1.0727
O 1.6462 -1.6750 4.1993
C 0.8135 -1.6541 3.3007
N 0.3861 -0.4870 2.6856
C 1.2019 0.6828 2.9865
C 0.5027 1.9680 2.5935
C 0.8937 3.1930 3.1184
C 0.2093 4.3488 2.7643
C -0.8289 4.2380 1.8331
C -1.1699 2.9925 1.3542
N -0.4856 1.8730 1.6807
C 0.1175 -2.9056 2.8432
C 0.1653 -4.0718 3.5880
C -0.5317 -5.1732 3.1493
C -1.2123 -5.1365 1.9657
C -1.2106 -3.9623 1.2356
N -0.5228 -2.8864 1.6587
H 2.1720 0.5725 2.4489
H 1.4474 0.6615 4.0686
H 1.7609 3.2643 3.7449
H 0.5552 5.3184 3.1528
H -1.4054 5.1353 1.4696
H -1.9310 2.8745 0.6019
H 0.6975 -4.1227 4.5190
H -0.5035 -6.0606 3.7234
H -1.7002 -6.0055 1.5445
H -1.6789 -3.8455 0.2314
C -3.9014 -3.1442 -2.9436
C -2.7064 -2.3128 -2.6261
O -1.6735 -2.7109 -2.1756
C -2.8316 -0.8602 -3.0902
C -2.0869 0.2478 -2.8435
C -2.3494 1.5964 -3.4309
N -0.9203 0.0170 -2.0440
N -0.1545 1.0104 -2.0292
C 1.0136 0.5763 -1.2175
O 0.9009 -0.2155 -0.2735
C 2.2647 1.2081 -1.5950
C 2.2503 2.1951 -2.5517
C 3.3952 2.9074 -2.8427
C 4.5576 2.6351 -2.1471
C 4.6196 1.6167 -1.1749
C 3.4544 0.9172 -0.8952
H -3.7366 -4.1627 -2.5976
H -4.7784 -2.7428 -2.4549
H -4.0480 -3.1436 -4.0401
H -3.6735 -0.6469 -3.7113
H -3.1282 1.4484 -4.2094
H -2.6682 2.3167 -2.6876
H -1.4861 2.0414 -3.9254
H 1.3326 2.4137 -3.0664
H 3.4092 3.6308 -3.6543
H 5.5018 3.0818 -2.4120
H 5.5607 1.3409 -0.7165
H 3.4474 0.1265 -0.1782

charge = +1
E_tot = -44663.474 eV
HOMO = -11.511 eV
ΔE to the lowest compared entry with this formula, charge and spin = 0.8 kcal per mole
orbital gap = 7.2 eV

=====

11.
C5H8O | ωB97M-V/def2-TZVPD

Positions of all 14 atoms, in Å:
C 2.1493 0.5857 -0.0599
C 0.7206 0.1326 -0.1183
C 0.1928 -0.8458 -0.8265
C -1.3498 -1.1269 -0.6580
C -1.7949 -0.0877 0.2317
O -0.1484 0.9738 0.7108
H 2.5579 0.5156 0.9585
H 2.7590 -0.0421 -0.7119
H 2.2464 1.6291 -0.3813
H -1.8011 -1.0639 -1.6507
H -1.4649 -2.1363 -0.2573
H -2.2243 0.8289 -0.1576
H -1.9910 -0.2846 1.2817
H 0.1483 0.9218 1.6386

E_tot = -7356.897 eV
HOMO (alpha / beta) = -7.263 / -7.262 eV
ΔE to the lowest compared entry with this formula, charge and spin = 123.6 kcal per mole
orbital gap (alpha / beta) = 7.2 / 7.2 eV

=====

12.
C5H8O2 | ωB97M-V/def2-TZVPD

Positions of all 15 atoms, in Å:
C 0.8058 -0.9353 1.8375
C 0.6457 0.1038 1.0241
O -0.0350 1.2131 1.4628
C 0.9677 0.0562 -0.4497
C -0.2732 -0.5329 -1.1317
C -1.4960 0.3534 -1.2394
O -0.2581 -1.6814 -1.5131
H 1.3145 -1.8328 1.5037
H 0.4011 -0.8977 2.8420
H 0.2719 1.9823 0.9673
H 1.7930 -0.6329 -0.6385
H 1.2370 1.0451 -0.8504
H -1.2610 1.2028 -1.8911
H -1.7787 0.7601 -0.2618
H -2.3347 -0.2038 -1.6617

E_tot = -9408.880 eV
SMILES = C=C(O)CC(C)=O
HOMO = -9.082 eV
ΔE to the lowest compared entry with this formula, charge and spin = 22.0 kcal per mole
orbital gap = 9.7 eV

=====

13.
C20H16BCeF2N2O3S4 | ωB97M-V/def2-TZVPD

Positions of all 49 atoms, in Å:
Ce -0.2950 -0.2528 -0.9418
S -2.9307 0.4786 -0.8948
C -3.6512 -0.4165 0.4094
C -4.7308 0.1760 1.0835
C -5.3843 -0.4709 2.1053
C -4.9940 -1.7464 2.4949
C -3.9563 -2.3649 1.8298
C -3.2804 -1.7089 0.8089
S -1.9386 -2.5899 0.0121
C -0.9172 -2.9515 1.5228
C 0.5508 -2.8090 1.2821
C 1.3234 -3.9604 1.2391
C 2.7029 -3.8474 1.1491
C 3.2502 -2.5801 1.1232
C 2.4167 -1.4646 1.1417
C 3.0122 -0.1079 1.1174
S 2.3120 0.8840 -0.3463
C 1.8813 2.3905 0.5015
C 2.7016 3.4854 0.2185
C 2.5375 4.6895 0.8668
C 1.5478 4.8272 1.8304
C 0.7035 3.7650 2.0997
C 0.8626 2.5512 1.4500
S -0.4075 1.3007 1.7951
N 1.0695 -1.5692 1.1861
H -5.0294 1.1608 0.7584
H -6.2179 0.0075 2.5964
H -5.5058 -2.2633 3.2921
H -3.6577 -3.3656 2.0995
H -1.1408 -3.9780 1.8175
H -1.2698 -2.2623 2.2913
H 0.8445 -4.9258 1.2880
H 3.3223 -4.7298 1.1195
H 4.3182 -2.4388 1.1013
H 4.0936 -0.1443 1.0114
H 2.7450 0.4853 1.9853
H 3.4672 3.3631 -0.5319
H 3.1937 5.5122 0.6326
H 1.4219 5.7584 2.3572
H -0.0960 3.8679 2.8168
F -0.4470 -0.5930 3.7337
B 0.2579 0.3692 3.1721
F 1.4104 0.6306 3.7543
O 0.8573 -2.0335 -1.6892
C 0.3663 -1.8426 -2.8242
O -0.3292 -0.8590 -3.1165
H 0.5687 -2.6045 -3.6071
O 0.3815 2.7935 -2.4000
N 0.3344 1.9701 -1.5071

2S+1 = 2
E_tot = -92507.524 eV
HOMO (alpha / beta) = -5.948 / -5.967 eV
ΔE to the lowest compared entry with this formula, charge and spin = 33.0 kcal per mole
orbital gap (alpha / beta) = 5.5 / 5.5 eV

=====

14.
C8H11FO2 | ωB97M-V/def2-TZVPD

Positions of all 22 atoms, in Å:
C -2.2975 0.9535 -2.0447
C -2.4526 0.8573 -0.7438
C -1.5534 1.1126 0.3121
C -0.2233 1.2937 0.0954
F 0.6715 1.5087 1.1345
O 0.3749 1.4775 -1.0431
C 1.7625 0.9494 -1.1150
H -3.2031 0.8210 -2.8301
H -1.4550 1.2753 -2.6494
H -3.3916 0.3643 -0.4066
H -2.0322 1.0994 1.2637
H 2.3529 1.6112 -0.5750
H 2.0811 0.9397 -2.1905
H 1.7033 -0.0328 -0.5958
C -0.5486 -2.2524 0.1971
C 0.6255 -2.3177 0.5807
O 1.6805 -2.5194 1.2923
C 1.8361 -1.5368 2.2510
H -1.4379 -2.1669 -0.3048
H 1.6620 -1.8605 3.2839
H 1.0493 -0.7224 1.9718
H 2.7954 -0.8547 2.1164

E_tot = -15280.704 eV
SMILES = C=C/C=C(/F)OC.C#COC
HOMO = -8.197 eV
ΔE to the lowest compared entry with this formula, charge and spin = 76.2 kcal per mole
orbital gap = 8.9 eV